(1)
{
  "formula": "C5H14S",
  "method": "wB97M-V/def2-TZVPD",
  "e_homo_ev": [-14.2934, -14.2919],
  "charge": 1,
  "s_squared": 0.75,
  "de_lowest_kj_mol": 152.6,
  "multiplicity": 2,
  "species": ["C", "C", "C", "S", "H", "H", "H", "H", "H", "H", "H", "H", "C", "C", "H", "H", "H", "H", "H", "H"],
  "xyz": [[-0.45, -0.81, 1.55], [-0.46, -2.17, 2.22], [-2.61, -0.60, -0.50], [-0.91, -1.28, -0.19], [-1.05, -0.14, 1.98], [0.58, -0.39, 1.46], [-1.40, -2.64, 1.83], [-0.77, -2.09, 3.23], [-2.99, 0.08, 0.35], [-2.63, 0.13, -1.36], [-3.28, -1.49, -0.45], [0.49, -2.70, 2.23], [1.49, 2.41, -1.64], [2.32, 1.16, -1.33], [1.83, 2.84, -2.57], [0.45, 2.07, -1.72], [1.53, 3.32, -1.02], [2.07, 0.23, -2.02], [2.39, 0.58, -0.40], [3.40, 1.49, -1.64]],
  "mulliken_charge": [-0.35, -1.00, -0.78, 0.36, 0.46, 0.27, 0.32, 0.35, 0.32, 0.37, 0.35, 0.31, -0.72, -0.72, 0.29, 0.13, 0.31, 0.21, 0.26, 0.24]
}



(2)
{
  "formula": "C5H15BrFeNO6P",
  "method": "wB97M-V/def2-TZVPD",
  "e_homo_ev": [0.5375, 0.4696],
  "charge": -2,
  "s_squared": 6.01,
  "multiplicity": 5,
  "species": ["Fe", "Br", "P", "O", "O", "O", "O", "C", "O", "H", "H", "H", "H", "C", "C", "C", "O", "C", "N", "H", "H", "H", "H", "H", "H", "H", "H", "H", "H", "H"],
  "xyz": [[27.85, -19.15, 7.63], [27.41, -17.76, 9.69], [29.67, -19.72, 5.80], [28.19, -20.19, 6.00], [29.53, -18.53, 6.78], [30.08, -18.96, 4.48], [30.59, -20.80, 6.33], [30.44, -20.07, 10.06], [29.70, -20.58, 8.98], [30.61, -18.99, 10.00], [29.82, -20.34, 10.92], [31.41, -20.53, 10.19], [30.15, -20.61, 8.13], [23.94, -18.88, 5.76], [24.94, -18.95, 6.90], [25.18, -20.38, 7.25], [26.31, -20.45, 8.15], [26.69, -21.73, 8.52], [26.21, -18.41, 6.41], [23.88, -17.92, 5.26], [22.89, -19.16, 5.92], [24.20, -19.58, 4.97], [24.61, -18.30, 7.71], [25.48, -20.91, 6.36], [24.24, -20.69, 7.71], [26.87, -22.30, 7.61], [25.91, -22.20, 9.13], [27.59, -21.82, 9.12], [26.29, -18.78, 5.48], [26.08, -17.43, 6.22]],
  "mulliken_charge": [0.61, -0.79, 0.66, -0.51, -0.73, -0.90, -0.90, -0.73, -0.28, 0.26, 0.22, 0.28, 0.36, -1.61, 0.41, -0.88, 0.04, -0.87, -0.38, 0.37, 0.41, 0.42, 0.35, 0.40, 0.39, 0.33, 0.33, 0.22, 0.28, 0.25]
}



(3)
{
  "formula": "C5H15Cl3CrN5O22",
  "method": "wB97M-V/def2-TZVPD",
  "e_homo_ev": [-7.1761, -7.2902],
  "charge": -1,
  "s_squared": 6.00,
  "de_lowest_kj_mol": 0.0,
  "multiplicity": 5,
  "species": ["Cr", "Cl", "O", "O", "O", "O", "Cl", "O", "O", "O", "O", "Cl", "O", "O", "O", "O", "C", "N", "O", "O", "H", "H", "H", "C", "N", "O", "O", "H", "H", "H", "C", "N", "O", "O", "H", "H", "H", "C", "N", "O", "O", "H", "H", "H", "C", "N", "O", "O", "H", "H", "H"],
  "xyz": [[0.31, -0.31, -0.03], [2.05, -2.13, -2.51], [0.95, -2.22, -3.43], [2.66, -3.41, -2.32], [2.99, -1.17, -2.97], [1.53, -1.72, -1.20], [3.36, 1.08, 1.60], [2.61, 0.99, 2.84], [2.44, 0.84, 0.50], [3.93, 2.39, 1.46], [4.40, 0.07, 1.60], [-2.77, -1.84, 1.01], [-1.35, -1.68, 0.68], [-3.42, -2.44, -0.12], [-2.89, -2.68, 2.16], [-3.31, -0.54, 1.28], [3.18, -2.39, 2.74], [1.72, -2.13, 2.60], [1.38, -1.55, 1.59], [0.98, -2.51, 3.47], [3.69, -1.50, 3.10], [3.53, -2.62, 1.74], [3.28, -3.21, 3.43], [-2.20, -2.41, -3.07], [-1.71, -1.03, -3.13], [-1.01, -0.66, -2.22], [-2.02, -0.33, -4.08], [-2.88, -2.50, -2.22], [-1.36, -3.09, -2.96], [-2.76, -2.62, -3.98], [0.07, 2.74, -3.30], [1.09, 1.81, -2.77], [0.81, 1.27, -1.71], [2.08, 1.62, -3.41], [-0.80, 2.13, -3.54], [0.46, 3.20, -4.21], [-0.18, 3.49, -2.56], [0.24, 2.54, 3.31], [-0.22, 1.16, 3.00], [-0.80, 0.54, 3.86], [0.05, 0.76, 1.89], [-0.25, 3.20, 2.60], [1.31, 2.58, 3.12], [-0.01, 2.77, 4.33], [-3.39, 2.09, 0.77], [-2.56, 1.73, -0.40], [-1.48, 1.23, -0.17], [-3.00, 1.95, -1.50], [-4.43, 1.99, 0.47], [-3.14, 3.10, 1.08], [-3.14, 1.40, 1.57]],
  "mulliken_charge": [1.12, 1.84, -0.71, -0.70, -0.64, -0.77, 1.82, -0.76, -0.67, -0.73, -0.71, 1.74, -0.48, -0.75, -0.68, -0.75, -0.82, 0.72, 0.06, -0.55, 0.29, 0.26, 0.34, -0.71, 0.70, -0.03, -0.60, 0.23, 0.24, 0.35, -0.75, 0.61, -0.01, -0.48, 0.22, 0.33, 0.24, -0.71, 0.67, -0.54, -0.07, 0.25, 0.25, 0.29, -0.93, 0.71, -0.12, -0.54, 0.32, 0.28, 0.34]
}



- What is the charge in the third record?
  -1



- Which formula does entry 2 have?
  C5H15BrFeNO6P